(1)
DFT (the ωB97M-V functional and the def2-TZVPD basis) results for C7H14SSi in the gas phase.

Each line ends with the Löwdin charge.
Cartesian coordinates (Å):
1 C -2.3258 -0.6342 -1.3605  -0.198
2 Si -1.1651 0.2242 -0.1400  0.489
3 C -1.4484 2.0880 -0.4870  -0.198
4 C -1.9572 -0.1873 1.6108  -0.193
5 C 0.6294 -0.2324 -0.0537  -0.509
6 C 1.4245 -0.9454 0.7242  -0.235
7 C 2.8763 -1.0605 0.4429  -0.264
8 C 3.2408 0.0472 -0.5500  -0.491
9 S 1.7203 0.3543 -1.4716  0.812
10 H -3.4134 -0.2066 -1.0679  0.092
11 H -2.2074 -0.4973 -2.3511  -0.038
12 H -2.3061 -1.7550 -1.1491  0.051
13 H -0.5869 2.5699 -0.9987  0.015
14 H -2.3785 2.1133 -1.0584  0.014
15 H -1.4368 2.6360 0.5416  0.058
16 H -2.7402 -0.9903 1.5342  0.023
17 H -1.0476 -0.5933 2.2232  0.032
18 H -2.4009 0.7125 2.1622  0.037
19 H 1.2225 -1.3141 1.7509  0.113
20 H 3.5566 -0.9876 1.3114  0.116
21 H 3.0991 -2.0739 0.1017  0.115
22 H 3.6808 0.9934 -0.2703  0.056
23 H 3.9638 -0.2609 -1.4447  0.104

**Lowest unoccupied orbital energy**: 0.02996 Ha
**Kohn-Sham gap**: 8.94 eV
**SMILES**: C[Si](C)(C)C1=CCCS1
**ΔE to the lowest compared entry with this formula, charge and spin**: 1.0565 eV
**Spin multiplicity**: 1


(2)
DFT (the ωB97M-V functional and the def2-TZVPD basis) results for a 2-piece molecular cluster, C7H15Cl2OP overall.

Each line ends with the Löwdin charge.
Cartesian coordinates (Å):
1 C 0.3280 2.9100 1.8605  -0.172
2 C -0.0185 1.8335 0.8577  -0.216
3 C -1.1466 1.1417 0.8534  -0.075
4 C -1.3746 -0.0244 -0.1752  -0.571
5 C -2.4451 0.2818 -1.1449  -0.114
6 C -1.7686 -1.3416 0.5897  -0.057
7 C -0.0687 -0.4077 -1.0851  -0.054
8 H 1.4087 2.8020 2.1744  0.051
9 H -0.2900 2.9119 2.7779  0.063
10 H 0.3572 3.9075 1.3403  0.084
11 H 0.6998 1.7387 0.1285  0.070
12 H -2.1248 1.4203 1.4269  0.155
13 H -2.5076 -0.2483 -2.1449  0.112
14 H -3.3645 0.1359 -0.6129  0.068
15 H -2.5842 1.3738 -1.3228  0.097
16 H -2.4521 -1.1276 1.4221  0.082
17 H -0.9323 -1.9011 1.0165  0.063
18 H -2.1921 -1.9162 -0.2535  0.084
19 H -0.0781 0.1473 -2.1041  0.102
20 H 0.9498 -0.4003 -0.6555  0.070
21 H -0.3797 -1.3783 -1.4313  0.049
22 O 1.3920 -1.1843 3.1656  -0.418
23 P 1.1698 0.3896 3.5897  0.230
24 Cl -0.4385 0.1888 4.8779  0.148
25 Cl 2.7543 0.3867 4.9965  0.132
26 H 1.1148 -1.6228 2.3928  0.015

**Lowest unoccupied orbital energy**: 0.02000 Ha
**Kohn-Sham gap**: 10.04 eV
**SMILES**: C/C=C/C(C)(C)C.OP(Cl)Cl
**ΔE to the lowest compared entry with this formula, charge and spin**: 1.6728 eV
**Spin multiplicity**: 1


(3)
DFT (the ωB97M-V functional and the def2-TZVPD basis) results for C7H15F3N3O9SV as an isolated structure.

Each line ends with the Löwdin charge.
Cartesian coordinates (Å):
1 V -12.5900 18.3008 -13.0038  1.139
2 N -12.5308 20.9416 -12.9334  -0.505
3 O -11.4640 20.2757 -13.1557  -0.053
4 O -12.5918 22.1186 -12.9009  0.166
5 O -13.5299 20.1748 -12.6815  -0.089
6 N -14.5408 16.5898 -12.7378  -0.495
7 O -15.4889 15.8900 -12.6407  0.166
8 O -13.6654 16.5078 -13.6585  -0.055
9 O -14.2533 17.5275 -11.9010  -0.072
10 C -12.2471 17.0710 -16.8875  -0.654
11 F -13.2767 16.3493 -16.4542  0.159
12 F -11.1923 16.2802 -17.0905  0.156
13 F -12.5682 17.7078 -18.0059  0.167
14 S -11.8062 18.3187 -15.5993  0.613
15 O -10.9943 19.3208 -16.1884  -0.202
16 O -13.0855 18.7891 -15.0081  -0.335
17 O -11.2120 17.5681 -14.4531  -0.363
18 C -12.2460 19.2617 -9.8339  -0.054
19 C -11.9173 17.8080 -10.1126  -0.244
20 N -11.2952 17.5216 -11.4324  -0.238
21 C -11.1052 16.0431 -11.4552  -0.219
22 C -10.4954 15.4356 -12.7101  -0.068
23 C -9.9920 18.2435 -11.5634  -0.239
24 C -8.8874 17.8242 -10.6214  -0.054
25 H -12.7409 19.3572 -8.8671  0.092
26 H -12.9619 19.6740 -10.5472  0.060
27 H -11.3690 19.9090 -9.8106  0.083
28 H -11.2441 17.4336 -9.3320  0.117
29 H -12.8283 17.2216 -10.0061  0.112
30 H -10.5038 15.7620 -10.5870  0.115
31 H -12.0964 15.6207 -11.2841  0.121
32 H -11.2526 15.0790 -13.4013  0.074
33 H -9.7867 16.0787 -13.2242  0.067
34 H -9.8800 14.5759 -12.4219  0.086
35 H -10.1932 19.3052 -11.4514  0.096
36 H -9.6848 18.1477 -12.6049  0.108
37 H -8.0401 18.4721 -10.8357  0.090
38 H -8.5636 16.8014 -10.8279  0.078
39 H -9.1867 17.8665 -9.5780  0.076

**Lowest unoccupied orbital energy (spin up / spin down)**: -0.02993 / -0.01229 Ha
**Kohn-Sham gap (spin up / spin down)**: 10.09 / 11.10 eV
**ΔE to the lowest compared entry with this formula, charge and spin**: 0.2937 eV
**Spin multiplicity**: 3


Max |F| per entry: 4.9 3.5 1.7 eV/Å
Molecular weight per entry: 158.34 217.08 425.21 g/mol